# 1
16
Properties=species:S:1:pos:R:3:forces:R:3:nbo_charge:R:1 method="wB97M-V/def2-TZVPD" gap_ev=9.519 smiles=CN(C)CNC#N
C 1.5407 0.7037 -0.2180 0.84 0.39 0.25 -0.3939
N 0.3963 0.2158 0.4739 -0.17 -1.28 -0.09 -0.4659
C -0.6483 1.0529 0.9685 0.02 0.62 0.84 -0.3933
C 0.5864 -1.0219 1.0605 -0.19 -1.71 0.58 -0.0157
N 1.4600 -1.1460 2.2987 0.37 0.05 1.54 -0.7275
C 1.1762 -2.3458 2.9178 0.25 0.74 0.22 0.4157
N 0.8285 -3.3969 3.2991 0.67 1.68 -0.58 -0.3944
H 1.3245 1.7571 -0.4342 0.62 -0.28 -0.35 0.2051
H 2.4369 0.6102 0.4484 -0.33 0.47 -0.60 0.1731
H 1.7753 0.1027 -1.1268 -0.32 0.54 0.37 0.1985
H -0.4535 2.0374 0.5184 -0.64 -0.15 0.37 0.2042
H -1.6729 0.6862 0.7401 0.64 0.20 -0.16 0.1997
H -0.5839 1.1266 2.0826 -0.16 0.31 -0.61 0.1772
H -0.3684 -1.4441 1.4693 0.52 0.15 -1.21 0.1987
H 1.1849 -1.6936 0.4048 -1.21 0.20 -0.20 0.1914
H 1.8892 -0.2963 2.7573 -0.92 -1.92 -0.37 0.4271

=====

# 2
16
Properties=species:S:1:pos:R:3:forces:R:3:nbo_charge:R:1 method="wB97M-V/def2-TZVPD" gap_ev="8.686 / 6.738"
C 1.4910 -0.6774 1.0451 -0.05 0.36 -0.17 -0.4342
N -1.2145 0.0431 1.0686 -0.50 -0.71 0.01 -0.5041
N 0.7207 0.5314 0.7768 0.14 0.42 -0.18 -0.4734
C -1.2436 0.0095 -0.2951 0.99 0.50 -0.35 0.1118
C 0.2163 0.8231 -0.6599 -1.29 0.37 2.34 0.0460
C -2.0654 -0.5776 -1.1479 0.03 0.17 -0.26 -0.4756
N 1.0522 0.5840 -1.6664 0.16 -0.60 -0.77 -0.5558
H -1.5283 0.9359 1.4518 0.13 -0.01 -0.19 0.3469
H 1.0144 1.3367 1.3320 0.31 -0.17 -0.61 0.3891
H 1.4485 -0.3544 -1.5966 0.10 0.02 0.14 0.3126
H -0.0866 1.8781 -0.6292 -0.02 -0.12 0.02 0.1799
H 2.5386 -0.5364 0.7744 0.03 -0.19 0.00 0.2005
H 1.0680 -1.5061 0.4792 -0.04 0.00 -0.01 0.2132
H 1.4238 -0.9208 2.1047 -0.04 0.06 -0.02 0.2200
H -2.9161 -1.1650 -0.8308 -0.10 0.17 0.08 0.2092
H -1.9189 -0.4041 -2.2068 0.15 -0.27 -0.02 0.2140

=====

# 3
16
Properties=species:S:1:pos:R:3:forces:R:3:nbo_charge:R:1 method="wB97M-V/def2-TZVPD" gap_ev=8.266
C 0.0320 0.8223 -2.1443 0.05 -0.27 0.03 -0.6861
N -1.1938 0.8542 0.0740 0.34 0.33 -1.33 -0.6963
C -0.1981 0.4894 -0.7085 -0.55 1.11 0.93 0.4854
N 1.6986 -0.9443 -0.2759 -0.48 -0.38 0.61 -0.6341
C -0.2314 0.0374 1.4946 1.63 -1.58 0.38 0.0547
C -0.9414 -0.9551 2.0755 0.17 0.19 -0.37 -0.6312
N 0.6723 -0.0872 0.1256 -1.31 0.39 0.17 -0.2986
H -1.8328 1.5905 -0.2155 0.12 -0.11 -0.10 0.3734
H 2.5239 -0.7286 0.2760 -0.06 0.04 -0.08 0.3565
H 1.4166 -1.8913 -0.0161 0.16 0.05 -0.15 0.3564
H 0.3819 0.6483 2.1506 -0.27 0.42 -0.14 0.1950
H -0.8838 0.6775 -2.7193 0.12 -0.04 0.03 0.2357
H 0.8383 0.2047 -2.5403 -0.09 0.03 -0.06 0.2452
H 0.3232 1.8725 -2.2345 -0.02 -0.10 0.10 0.2425
H -1.6556 -1.5379 1.5059 0.27 -0.25 0.01 0.1947
H -0.9499 -1.0525 3.1522 -0.09 0.19 -0.03 0.2070

=====

# 4
17
Properties=species:S:1:pos:R:3:forces:R:3:nbo_charge:R:1 method="wB97M-V/def2-TZVPD" gap_ev="8.530 / 8.530" smiles="C=CN(N)[C@H](C)N=O"
C -1.4552 -1.4905 -0.9962 0.46 1.05 1.08 -0.4045
C -1.4030 -0.6496 0.0615 -1.57 -3.69 0.53 -0.0127
N -0.2761 -0.2440 0.8046 -0.48 1.38 -1.21 -0.3452
N 0.5631 -1.2269 1.3487 1.04 -0.48 0.48 -0.6522
C 0.0604 0.9594 0.0630 3.49 1.80 2.99 0.0200
C 1.0558 0.8299 -1.0684 0.08 0.18 -0.41 -0.6712
N 0.8133 1.7885 1.3922 -0.93 0.94 -0.57 0.1519
O 0.2807 2.8084 1.7596 0.65 -2.09 -1.24 -0.2813
H -0.5728 -1.7123 -1.5819 0.08 -0.24 0.09 0.1918
H -2.3761 -2.0072 -1.2353 -0.07 0.42 -0.28 0.2121
H -2.2973 -0.5248 0.6678 -0.40 0.29 -0.46 0.1915
H 1.3531 -1.6497 0.8615 -0.54 0.40 -1.35 0.3377
H 1.0441 -0.9708 2.2135 -1.09 0.78 -0.11 0.3672
H -0.7434 1.6738 -0.1243 -0.43 -0.78 -0.02 0.2205
H 1.6968 -0.0534 -1.0100 -0.15 0.03 0.30 0.2152
H 0.5333 0.7743 -2.0276 -0.02 -0.02 0.07 0.2292
H 1.7234 1.6949 -1.1288 -0.13 0.03 0.10 0.2300

=====

# 5
17
Properties=species:S:1:pos:R:3:forces:R:3:nbo_charge:R:1 method="wB97M-V/def2-TZVPD" gap_ev=7.732
C -2.2020 0.6520 -0.1101 0.24 0.02 -0.15 -0.2600
C 0.9477 0.2290 -1.2328 0.73 0.05 -0.59 0.2695
C 1.0681 0.0191 0.0905 -0.86 -0.31 1.09 0.1650
N 1.3378 -0.3313 -2.3372 -0.61 -0.07 0.44 -0.6967
N 1.9485 0.4807 0.9666 -0.33 -0.28 -0.49 -0.7412
C -0.2284 -0.6952 0.8104 0.45 0.11 -1.16 0.2359
O -1.2541 -0.3536 -0.3833 0.09 -0.32 0.77 -0.6476
N -0.3577 -0.2770 2.0545 -0.14 0.55 -0.03 -0.9754
H 1.6825 -1.2872 -2.3698 0.09 0.17 0.01 0.3856
H 1.0630 0.0670 -3.2255 0.04 -0.03 0.09 0.4015
H 1.5182 0.5212 1.9036 0.01 -0.22 0.10 0.4496
H 2.7741 0.9975 0.7096 -0.19 0.04 0.06 0.3963
H -0.7163 -1.0029 2.6650 0.10 0.03 -0.13 0.3476
H -0.1944 -1.7812 0.6137 0.28 0.20 -0.12 0.1560
H -3.1060 0.4328 -0.6853 0.04 0.03 0.03 0.1705
H -2.4629 0.6958 0.9525 0.15 -0.04 -0.03 0.1926
H -1.8183 1.6332 -0.4224 -0.10 0.06 0.11 0.1506

=====

# 6
17
Properties=species:S:1:pos:R:3:forces:R:3:nbo_charge:R:1 method="wB97M-V/def2-TZVPD" gap_ev=9.609 smiles="C/N=C/N(O)/C=N/C"
C -2.7979 -1.0583 0.1079 -0.11 1.47 0.02 -0.4494
N -1.4534 -0.6427 -0.4324 -0.44 1.30 0.72 -0.3896
C -1.2128 0.5462 -0.0393 0.88 -0.38 0.13 0.2372
N 0.0300 1.2992 -0.3035 -0.73 0.59 1.00 -0.1902
O -0.0241 2.6881 0.1890 -0.40 -1.39 -1.34 -0.5619
C 1.3203 0.7706 -0.0556 0.85 -1.61 -0.37 0.2458
N 1.4776 -0.4659 0.1222 -0.18 -0.91 -0.19 -0.4387
C 2.7612 -1.1744 0.0071 -0.27 -0.64 0.21 -0.4375
H -3.5489 -0.2414 -0.1190 0.55 -1.01 -0.13 0.1829
H -3.1209 -2.0006 -0.3418 0.13 0.19 0.36 0.2140
H -2.7807 -1.0438 1.2234 0.12 -0.71 -0.79 0.1986
H -1.9785 1.0419 0.5953 0.88 0.58 -0.41 0.1581
H -0.1241 3.1644 -0.6621 0.04 -0.18 0.77 0.4749
H 2.2172 1.4060 -0.1686 -0.83 0.57 -0.12 0.1600
H 3.5909 -0.4796 -0.2789 -0.25 -0.63 0.54 0.1716
H 2.7018 -1.9916 -0.7858 -0.22 1.30 0.67 0.2117
H 2.9425 -1.8180 0.9421 -0.03 1.44 -1.09 0.2124

=====

# 7
17
Properties=species:S:1:pos:R:3:forces:R:3:nbo_charge:R:1 method="wB97M-V/def2-TZVPD" gap_ev=8.419
N 1.3413 -0.0644 -2.9818 -0.22 -0.68 1.05 -0.8423
C 0.7871 0.1490 -1.7002 0.35 -0.59 1.14 0.1236
N 1.1169 -0.6969 -0.6787 -2.54 4.85 -3.83 0.2025
O 1.9312 -1.5952 -0.9509 0.97 -1.91 1.40 -0.5691
N 0.6167 -0.3667 0.6306 2.27 -0.18 0.02 -0.4923
C -0.8023 -0.2763 0.8580 0.60 -0.43 2.04 -0.0751
C -1.1240 0.1789 2.3106 1.51 0.54 -1.05 -0.4197
C -1.6365 0.9569 1.0769 -0.90 -0.50 1.02 -0.4253
H 1.7556 0.7817 -3.3620 -0.09 -0.40 -0.02 0.3851
H 1.9309 -0.9158 -3.0355 -0.42 1.09 0.27 0.4154
H 0.1039 1.0377 -1.6195 0.88 -1.26 0.50 0.1968
H 1.2925 -0.8706 1.2686 -1.77 0.60 -0.68 0.4030
H -1.2525 -1.1833 0.6317 -1.43 -1.26 -0.97 0.1997
H -0.1283 0.4547 2.7232 -1.16 0.34 0.11 0.2155
H -1.7917 -0.3554 3.0039 0.32 0.22 -0.78 0.2254
H -2.7358 0.7687 0.9896 1.11 0.10 -0.36 0.2250
H -1.4051 1.9971 0.8356 0.52 -0.51 0.16 0.2319

=====

# 8
17
Properties=species:S:1:pos:R:3:forces:R:3:nbo_charge:R:1 method="wB97M-V/def2-TZVPD" gap_ev=7.493
C 1.3278 2.0000 -0.0636 0.01 0.08 -0.05 -0.7101
N -1.5393 0.0366 0.4962 0.34 -0.18 0.04 -0.5926
C -0.6184 -1.0208 0.9070 0.11 0.14 -0.02 0.5265
C -0.2748 -0.0207 -0.2947 -0.15 -0.15 0.05 0.0916
N -0.9862 -2.3797 0.6624 0.01 0.11 0.02 -0.8517
N -0.4614 -0.0314 -1.6877 -0.03 0.09 0.00 -0.8031
C 0.9372 0.5987 0.2226 -0.20 -0.20 0.28 0.1495
O 0.1966 -0.6474 1.8499 -0.07 0.26 -0.45 -0.6066
H -2.2107 -0.4174 -0.1261 0.08 0.01 0.00 0.3588
H -1.5402 -2.7153 1.4455 0.05 0.03 -0.05 0.3691
H -0.1475 -2.9497 0.6289 -0.05 0.05 0.01 0.3725
H -1.0953 0.6625 -2.0666 0.06 -0.05 0.06 0.3752
H 0.3645 -0.1651 -2.2501 -0.05 0.01 0.05 0.3794
H 1.7111 -0.0675 0.5737 -0.04 -0.04 0.04 0.2204
H 0.5238 2.5755 -0.5218 0.02 -0.04 0.02 0.2239
H 1.5776 2.4658 0.8982 -0.02 -0.06 -0.04 0.2626
H 2.2353 2.0761 -0.6739 -0.07 -0.05 0.06 0.2347

=====

Per-record energy, Ha: -322.00949; -321.87029; -321.93559; -397.10972; -397.15619; -397.18881; -397.14578; -397.17470
Per-record energy relative to the best compared isomer or geometry (same formula, charge and spin), kcal/mol: 50.7; 138.1; 97.1; 151.2; 122.0; 101.6; 128.6; 110.4